[1]
Below is a molecular structure, C20H9BrCl3N6O2RuS, with properties calculated with ωB97M-V with the def2-TZVPD basis set.

```
43
Properties=species:S:1:pos:R:3:forces:R:3:mulliken_spin:R:1
Ru -0.530 0.953 -0.674 0.5 0.1 -0.3 2.535
S 2.808 -5.760 -0.552 0.3 0.0 0.0 0.003
N 2.415 -4.820 0.688 -0.2 -0.1 0.1 0.000
C 1.884 -3.719 0.181 0.1 0.1 -0.2 -0.001
C 1.372 -2.600 0.939 0.0 0.0 0.0 0.009
C 1.381 -2.529 2.337 0.0 0.0 0.0 0.011
C 0.880 -1.404 2.957 0.0 -0.1 0.0 0.006
C 0.368 -0.373 2.177 0.0 0.0 0.0 0.023
N 0.346 -0.430 0.848 0.0 0.0 0.0 0.143
C 0.847 -1.523 0.226 0.0 0.1 0.0 0.000
C 0.832 -1.521 -1.229 0.0 0.0 0.0 0.036
N 0.315 -0.432 -1.857 0.0 0.0 0.1 -0.052
C 0.284 -0.363 -3.196 0.0 0.0 0.0 0.012
C 0.776 -1.390 -3.981 0.0 0.0 0.0 0.005
C 1.305 -2.510 -3.369 0.0 0.0 0.0 0.036
C 1.340 -2.584 -1.970 0.0 0.0 -0.1 -0.017
C 1.872 -3.710 -1.235 0.0 0.1 0.2 0.001
N 2.386 -4.805 -1.770 -0.2 -0.1 -0.1 -0.002
H 1.787 -3.355 2.908 0.0 0.0 0.0 0.000
H 0.885 -1.311 4.034 0.0 0.0 0.0 0.000
H -0.018 0.529 2.634 0.0 0.0 0.0 0.004
H -0.153 0.524 -3.635 0.0 0.0 0.0 0.018
H 0.731 -1.302 -5.057 0.0 0.0 0.0 0.001
H 1.694 -3.337 -3.951 0.0 0.0 0.0 -0.001
Br -5.192 3.129 4.002 0.0 0.0 0.0 0.449
C -3.974 2.716 2.737 0.1 0.0 0.0 0.155
C -2.735 3.455 2.693 -0.1 0.0 0.0 0.152
N -1.870 3.285 1.720 -0.3 -0.2 -0.1 -0.062
C -2.174 2.363 0.806 0.1 0.2 -0.1 0.169
C -3.242 1.457 0.854 -0.2 0.2 0.3 -0.047
C -4.201 1.663 1.817 0.0 0.1 0.0 0.105
C -3.367 0.341 -0.140 0.6 0.0 -0.3 0.009
O -4.333 -0.310 -0.311 -0.1 0.0 0.1 0.038
O -2.189 0.143 -0.827 -0.6 -0.1 0.1 0.227
H -2.498 4.163 3.481 0.0 0.0 0.0 -0.002
H -1.641 2.522 -0.173 0.1 0.0 0.2 0.027
H -5.101 1.055 1.845 0.0 0.0 0.0 0.002
Cl 4.443 2.951 -1.690 0.0 0.0 0.0 0.004
C 3.118 3.898 -1.035 0.2 0.2 0.1 -0.002
Cl 3.474 4.499 0.581 0.0 0.0 0.0 0.005
Cl 2.617 5.181 -2.118 0.0 0.0 -0.1 0.005
C 1.975 2.986 -0.895 -0.1 -0.1 0.0 0.089
N 1.082 2.274 -0.798 -0.2 -0.2 0.0 -0.092
```
Forces are in eV/Å.

Calculated values
E: -5693.12026 a.u.
HOMO level (spin up / spin down): -0.626 / -0.626 Ha
⟨S²⟩: 6.04
F_max: 0.67 eV/A
2S+1: 5
ΔE to the lowest compared entry with this formula, charge and spin: 49.1 kcal per mole
Molecular weight: 684.7 g/mol
Charge: +3
Gap between HOMO and LUMO (spin up / spin down): 6.2 / 3.1 eV

[2]
Below is C5H10N2S in the gas phase at a distorted geometry, with properties calculated with ωB97M-V with the def2-TZVPD basis set.

```
18
Properties=species:S:1:pos:R:3:forces:R:3:nbo_charge:R:1
C 1.145 1.845 0.045 0.5 -0.4 0.2 -0.435
C 0.863 -1.014 0.731 -0.3 0.6 -0.4 0.043
C -0.498 -0.506 1.162 0.3 1.1 0.1 -0.581
C -1.486 -0.257 0.029 0.1 0.3 0.5 -0.007
C -1.455 -1.252 -1.079 0.4 0.1 -0.1 -0.709
H 1.875 1.870 0.868 -0.1 0.0 -0.1 0.182
H 1.314 2.706 -0.578 0.0 0.3 -0.3 0.209
H 0.150 1.913 0.434 -0.5 0.1 0.3 0.202
H 2.081 0.839 -1.460 -0.8 -0.3 0.7 0.365
H 1.197 -1.937 1.166 0.2 -0.4 0.2 0.190
H -0.940 -1.265 1.781 -0.3 -0.5 0.3 0.246
H -0.426 0.398 1.817 -0.1 -0.6 -0.6 0.250
H -0.536 -1.051 -1.658 -0.4 -0.2 0.1 0.260
H -2.326 -1.123 -1.707 -0.1 -0.1 -0.2 0.237
H -1.387 -2.278 -0.699 0.0 0.1 0.0 0.224
N 1.311 0.656 -0.790 0.8 0.1 -0.7 -0.470
N 1.647 -0.531 -0.149 0.0 -0.1 0.1 -0.232
S -2.527 0.988 0.087 0.2 -0.3 -0.1 0.027
```
Forces are in eV/Å.

Calculated values
E: -704.14422 a.u.
HOMO level: -0.315 Ha
Structure (SMILES): CN/N=C\CC(C)=S
F_max: 1.19 eV/A
2S+1: 1
ΔE to the lowest compared entry with this formula, charge and spin: 49.9 kcal per mole
Molecular weight: 130.2 g/mol
Gap between HOMO and LUMO: 8.6 eV

[3]
Below is a molecular structure, C40H35BrClLuN3OPS2 at a distorted geometry, with properties calculated with ωB97M-V with the def2-TZVPD basis set.

```
85
Properties=species:S:1:pos:R:3:forces:R:3:mulliken_charge:R:1
Lu 8.167 10.498 10.220 0.3 0.2 0.1 1.109
Br 11.861 16.051 14.385 0.2 0.0 0.4 -0.186
C 11.005 14.790 13.289 -0.2 -0.9 -0.8 -0.664
C 10.550 15.233 12.037 0.2 0.3 -0.1 -0.455
C 9.798 14.432 11.207 -0.2 0.2 -1.1 -0.454
C 9.439 13.117 11.581 1.1 1.1 2.0 1.192
O 8.565 12.435 10.977 -0.5 -0.6 -1.2 -0.156
C 10.072 12.634 12.784 0.4 -0.9 -0.2 0.785
C 10.116 11.216 13.091 -0.5 0.7 -0.3 -1.119
N 9.560 10.307 12.392 -0.2 -1.7 -0.5 1.111
C 9.848 8.951 12.791 -2.5 0.6 -0.1 -0.253
C 11.100 8.519 12.959 2.5 -0.4 -1.4 0.370
C 11.391 7.165 13.206 0.3 -2.0 -0.6 -0.972
C 10.356 6.261 13.328 0.6 -0.5 0.5 -0.685
C 9.030 6.691 13.307 -1.6 1.6 -1.2 0.136
C 7.874 5.877 13.401 -0.2 -0.3 0.4 -0.601
C 6.607 6.336 13.263 0.4 2.6 -0.3 -0.990
C 6.456 7.768 13.104 0.5 0.2 -0.1 -0.095
N 7.462 8.617 12.984 0.8 -1.8 -0.2 -0.016
C 8.744 8.036 12.950 -0.2 1.6 1.4 -0.011
C 10.872 13.437 13.606 -0.7 2.3 0.1 -0.811
H 10.830 16.238 11.712 -0.2 -0.3 0.1 0.428
H 9.496 14.772 10.190 0.1 -0.2 0.9 -0.070
H 10.689 10.909 13.953 0.3 0.0 0.4 0.499
H 11.911 9.101 12.490 -0.3 0.1 0.9 0.232
H 12.419 6.728 13.070 -1.1 0.9 0.4 0.314
H 10.463 5.174 13.410 0.5 0.4 0.1 0.386
H 7.942 4.863 13.692 0.5 -1.1 0.0 0.448
H 5.743 5.714 13.289 -0.4 -0.4 0.2 0.453
H 5.498 8.289 13.103 -0.1 -0.6 0.0 0.386
H 11.223 13.154 14.585 0.2 -0.6 0.0 0.560
C 13.873 11.619 7.029 2.2 -0.9 -0.8 -1.420
C 13.739 11.858 8.466 0.8 0.2 0.3 1.527
C 14.808 12.499 9.104 0.2 0.7 0.5 -0.909
C 14.707 12.925 10.444 -0.3 -0.6 -1.5 -0.859
C 13.581 12.622 11.167 -0.6 -0.8 0.0 -0.937
C 12.588 11.878 10.522 -0.2 0.1 0.4 -0.740
C 12.584 11.568 9.170 -0.3 -0.5 0.7 -0.633
P 10.936 10.933 8.565 0.9 -0.7 1.0 1.289
C 11.290 9.797 7.154 -0.8 0.4 0.9 0.924
C 10.962 10.247 5.886 0.4 -0.1 0.5 -0.482
C 11.266 9.521 4.774 -0.2 -1.3 -1.1 -0.680
C 11.749 8.177 4.950 -0.8 2.4 1.7 -0.910
C 11.897 7.690 6.251 0.0 0.1 -0.1 -0.877
C 11.680 8.484 7.386 -0.1 0.1 -0.8 0.581
C 11.878 7.962 8.783 0.2 0.0 -1.4 -1.143
C 10.279 12.454 7.936 -1.0 1.2 -1.1 0.890
C 11.027 13.618 7.663 -0.8 0.8 -0.8 -0.413
C 10.389 14.862 7.328 -1.4 -3.0 1.5 -0.832
C 8.974 14.986 7.388 3.1 -4.5 0.4 -1.052
C 8.281 13.761 7.623 -1.9 2.1 -1.1 -0.611
C 8.849 12.493 7.791 -0.6 0.9 1.1 1.119
C 8.001 11.271 8.010 -0.1 -0.2 -1.1 -1.936
H 14.840 12.076 6.775 -0.5 0.1 -0.6 0.427
H 13.074 12.053 6.501 -0.9 0.5 -1.0 0.381
H 13.998 10.576 6.683 -0.4 0.2 0.5 0.217
H 15.724 12.791 8.525 -1.0 -0.5 0.6 0.261
H 15.497 13.491 10.846 0.9 0.6 0.6 0.476
H 13.453 12.889 12.214 0.1 0.0 -0.2 0.523
H 11.750 11.494 11.065 -0.4 0.2 0.5 0.691
H 10.453 11.181 5.842 0.0 0.8 -0.4 0.409
H 11.009 10.016 3.803 0.5 -1.0 0.7 0.358
H 11.938 7.543 4.151 0.3 -0.9 -1.5 0.497
H 12.189 6.659 6.426 0.0 0.0 -0.2 0.393
H 12.074 6.897 8.693 0.3 -0.1 0.4 0.478
H 10.956 8.087 9.334 0.0 0.3 0.5 0.095
H 12.735 8.540 9.131 -0.1 -0.3 0.9 0.226
H 12.127 13.565 7.588 -0.8 0.2 0.4 0.114
H 10.998 15.680 7.197 1.2 1.8 -0.6 0.481
H 8.579 15.899 7.143 -1.5 1.9 -0.3 0.586
H 7.153 13.865 7.523 1.4 -0.5 0.4 0.225
H 8.396 10.605 7.216 -0.5 -0.5 0.6 0.352
H 6.844 11.307 7.856 2.0 0.7 0.0 0.272
S 5.457 11.031 10.820 0.7 -0.2 0.3 -0.333
C 6.040 12.049 12.039 -0.9 1.9 -0.1 0.237
N 6.668 11.755 13.153 -0.6 -1.7 -0.8 0.203
C 6.871 12.687 14.210 -0.6 1.1 -1.0 -0.633
C 6.554 14.070 13.547 0.1 -0.3 0.8 -0.363
S 5.673 13.801 11.963 0.3 -1.2 0.8 -0.164
H 6.762 10.768 13.324 0.5 -0.7 0.1 0.135
H 7.882 12.622 14.530 1.0 0.2 0.3 0.200
H 6.248 12.428 15.061 -0.4 0.2 0.0 0.496
H 7.467 14.592 13.288 0.2 0.1 0.2 0.120
H 5.973 14.625 14.284 0.0 0.4 -0.5 0.482
Cl 8.168 8.081 9.855 0.1 -0.5 -0.2 -0.610
```
Forces are in eV/Å.

Calculated values
E: -7192.35670 a.u.
HOMO level: -0.270 Ha
F_max: 5.49 eV/A
2S+1: 1
ΔE to the lowest compared entry with this formula, charge and spin: 52.9 kcal per mole
Molecular weight: 959.2 g/mol
Gap between HOMO and LUMO: 7.0 eV

Repeat the first record exactly.
Below is a molecular structure, C20H9BrCl3N6O2RuS, with properties calculated with ωB97M-V with the def2-TZVPD basis set.

```
43
Properties=species:S:1:pos:R:3:forces:R:3:mulliken_spin:R:1
Ru -0.530 0.953 -0.674 0.5 0.1 -0.3 2.535
S 2.808 -5.760 -0.552 0.3 0.0 0.0 0.003
N 2.415 -4.820 0.688 -0.2 -0.1 0.1 0.000
C 1.884 -3.719 0.181 0.1 0.1 -0.2 -0.001
C 1.372 -2.600 0.939 0.0 0.0 0.0 0.009
C 1.381 -2.529 2.337 0.0 0.0 0.0 0.011
C 0.880 -1.404 2.957 0.0 -0.1 0.0 0.006
C 0.368 -0.373 2.177 0.0 0.0 0.0 0.023
N 0.346 -0.430 0.848 0.0 0.0 0.0 0.143
C 0.847 -1.523 0.226 0.0 0.1 0.0 0.000
C 0.832 -1.521 -1.229 0.0 0.0 0.0 0.036
N 0.315 -0.432 -1.857 0.0 0.0 0.1 -0.052
C 0.284 -0.363 -3.196 0.0 0.0 0.0 0.012
C 0.776 -1.390 -3.981 0.0 0.0 0.0 0.005
C 1.305 -2.510 -3.369 0.0 0.0 0.0 0.036
C 1.340 -2.584 -1.970 0.0 0.0 -0.1 -0.017
C 1.872 -3.710 -1.235 0.0 0.1 0.2 0.001
N 2.386 -4.805 -1.770 -0.2 -0.1 -0.1 -0.002
H 1.787 -3.355 2.908 0.0 0.0 0.0 0.000
H 0.885 -1.311 4.034 0.0 0.0 0.0 0.000
H -0.018 0.529 2.634 0.0 0.0 0.0 0.004
H -0.153 0.524 -3.635 0.0 0.0 0.0 0.018
H 0.731 -1.302 -5.057 0.0 0.0 0.0 0.001
H 1.694 -3.337 -3.951 0.0 0.0 0.0 -0.001
Br -5.192 3.129 4.002 0.0 0.0 0.0 0.449
C -3.974 2.716 2.737 0.1 0.0 0.0 0.155
C -2.735 3.455 2.693 -0.1 0.0 0.0 0.152
N -1.870 3.285 1.720 -0.3 -0.2 -0.1 -0.062
C -2.174 2.363 0.806 0.1 0.2 -0.1 0.169
C -3.242 1.457 0.854 -0.2 0.2 0.3 -0.047
C -4.201 1.663 1.817 0.0 0.1 0.0 0.105
C -3.367 0.341 -0.140 0.6 0.0 -0.3 0.009
O -4.333 -0.310 -0.311 -0.1 0.0 0.1 0.038
O -2.189 0.143 -0.827 -0.6 -0.1 0.1 0.227
H -2.498 4.163 3.481 0.0 0.0 0.0 -0.002
H -1.641 2.522 -0.173 0.1 0.0 0.2 0.027
H -5.101 1.055 1.845 0.0 0.0 0.0 0.002
Cl 4.443 2.951 -1.690 0.0 0.0 0.0 0.004
C 3.118 3.898 -1.035 0.2 0.2 0.1 -0.002
Cl 3.474 4.499 0.581 0.0 0.0 0.0 0.005
Cl 2.617 5.181 -2.118 0.0 0.0 -0.1 0.005
C 1.975 2.986 -0.895 -0.1 -0.1 0.0 0.089
N 1.082 2.274 -0.798 -0.2 -0.2 0.0 -0.092
```
Forces are in eV/Å.

Calculated values
E: -5693.12026 a.u.
HOMO level (spin up / spin down): -0.626 / -0.626 Ha
⟨S²⟩: 6.04
F_max: 0.67 eV/A
2S+1: 5
ΔE to the lowest compared entry with this formula, charge and spin: 49.1 kcal per mole
Molecular weight: 684.7 g/mol
Charge: +3
Gap between HOMO and LUMO (spin up / spin down): 6.2 / 3.1 eV

Q: Which of these has the lowest E?
A: C40H35BrClLuN3OPS2